Formula: C37H59N7O8PSV
Source: the OMol25 dataset
Level of theory: wB97M-V/def2-TZVPD

* LUMO level (alpha / beta): -0.080 / -0.086 Eh
* <S²>: 3.763
* electronic energy: -111949.3741 eV
* frontier orbital gap (alpha / beta): 6.6604 / 8.3030 eV
* multiplicity: 4
* energy relative to the best compared isomer or geometry (same formula, charge and spin): 0.654 eV
* net charge: +1

The geometry in XYZ format:
```
114
Properties=species:S:1:pos:R:3:mulliken_charge:R:1
V -1.01 -0.07 0.01 0.761
O -4.83 3.20 4.71 -0.519
C -4.71 3.75 3.41 -0.719
C -3.76 2.89 2.61 0.349
C -2.99 3.42 1.59 -1.439
C -2.14 2.59 0.88 -0.520
N -2.03 1.28 1.14 0.892
C -2.83 0.75 2.09 0.188
C -3.68 1.53 2.85 -0.705
C -2.76 -0.73 2.20 0.437
C -3.50 -1.46 3.11 -0.706
C -3.45 -2.85 3.07 0.380
C -4.29 -3.66 4.03 -0.793
O -4.42 -3.05 5.29 -0.507
C -2.66 -3.45 2.10 -1.104
C -1.92 -2.65 1.24 -0.918
N -1.95 -1.32 1.30 0.690
H -5.48 3.71 5.20 0.310
H -4.32 4.78 3.43 0.359
H -5.68 3.77 2.90 0.303
H -3.02 4.48 1.35 0.499
H -1.49 2.97 0.10 0.409
H -4.28 1.09 3.63 0.688
H -4.12 -0.97 3.84 0.730
H -3.88 -4.68 4.10 0.385
H -5.30 -3.75 3.63 0.270
H -3.58 -3.10 5.76 0.314
H -2.61 -4.52 2.01 0.518
H -1.28 -3.08 0.48 0.689
N 1.91 0.56 -3.04 -0.382
C 1.52 1.95 -2.94 0.738
C 0.79 2.46 -4.20 -1.018
C -0.10 3.70 -4.09 -0.429
C 0.54 5.01 -3.63 -1.010
N 1.96 5.14 -3.98 -0.167
C 2.95 5.25 -3.10 0.797
N 2.73 5.05 -1.80 -0.138
N 4.17 5.58 -3.53 -0.437
C 0.64 2.18 -1.71 -0.097
O 0.70 3.30 -1.15 -1.078
O -0.15 1.25 -1.41 -0.036
H 2.30 0.35 -3.95 0.311
H 1.10 -0.04 -2.90 -0.223
H 2.43 2.54 -2.79 0.167
H 0.14 1.64 -4.53 0.136
H 1.53 2.60 -4.99 0.528
H -0.93 3.50 -3.41 0.115
H -0.55 3.86 -5.08 0.627
H 0.46 5.12 -2.56 0.352
H 0.03 5.86 -4.09 0.481
H 2.20 5.27 -4.95 0.243
H 1.88 4.53 -1.49 -0.022
H 3.49 5.16 -1.16 0.237
H 4.31 5.93 -4.46 0.193
H 4.95 5.63 -2.90 0.199
C 1.19 -7.15 0.58 -1.390
C 0.96 -6.22 -0.58 0.767
C 1.57 -4.96 -0.61 -0.478
C 1.40 -4.10 -1.68 -0.194
C 0.61 -4.50 -2.75 0.215
C -0.02 -5.74 -2.74 -0.752
C 0.15 -6.58 -1.66 -0.927
S 0.51 -3.49 -4.19 1.266
O 0.90 -4.32 -5.29 -0.764
O 1.20 -2.26 -3.92 -0.596
N -1.08 -3.17 -4.47 -0.300
C -1.65 -1.82 -4.38 -0.705
C -2.64 -1.58 -3.25 -1.011
C -2.02 -1.13 -1.95 0.505
O -2.63 -0.28 -1.24 -0.604
O -0.89 -1.57 -1.58 -0.134
H 2.25 -7.27 0.78 0.356
H 0.77 -8.13 0.38 0.374
H 0.74 -6.76 1.49 0.275
H 2.21 -4.67 0.22 0.458
H 1.87 -3.13 -1.71 0.418
H -0.61 -6.06 -3.59 0.412
H -0.32 -7.56 -1.66 0.362
H -1.33 -3.66 -5.31 0.305
H -2.18 -1.67 -5.32 0.435
H -0.84 -1.09 -4.35 0.269
H -3.22 -2.48 -3.06 0.328
H -3.34 -0.79 -3.53 0.409
C 0.55 -1.51 3.55 -1.245
C 1.71 -0.64 3.08 0.576
C 2.32 0.12 4.26 -1.828
P 1.30 0.34 1.55 1.170
C 2.90 0.27 0.63 1.517
C 4.18 0.52 1.44 -1.905
C 2.99 -1.09 -0.08 -1.350
C 1.04 2.13 2.00 2.208
C 0.17 2.31 3.25 -1.796
C 2.23 3.08 2.04 -1.848
H 0.87 -2.13 4.39 0.575
H 0.20 -2.18 2.76 0.110
H -0.30 -0.91 3.88 0.213
H 2.48 -1.32 2.69 0.494
H 1.54 0.56 4.88 0.343
H 3.01 0.91 3.95 0.334
H 2.88 -0.58 4.89 0.439
H 2.81 1.04 -0.15 -0.423
H 4.34 -0.27 2.18 0.347
H 4.19 1.47 1.96 0.325
H 5.03 0.49 0.76 0.501
H 2.94 -1.92 0.64 0.286
H 3.94 -1.17 -0.61 0.596
H 2.20 -1.19 -0.81 -0.200
H 0.45 2.46 1.14 -1.254
H 0.78 2.41 4.14 0.460
H -0.52 1.48 3.41 0.225
H -0.43 3.22 3.16 0.410
H 2.84 2.94 2.94 0.283
H 1.86 4.11 2.06 0.478
H 2.88 2.98 1.17 0.335
```

Formula: C37H60BrIN3O8RbS3Si
Source: the OMol25 dataset
Level of theory: wB97M-V/def2-TZVPD

* LUMO level: 0.131 Eh
* electronic energy: -179384.6706 eV
* frontier orbital gap: 6.9823 eV
* multiplicity: 1
* energy relative to the best compared isomer or geometry (same formula, charge and spin): 0.000 eV
* net charge: -2

The geometry in XYZ format:
```
115
Properties=species:S:1:pos:R:3:mulliken_charge:R:1
Rb -5.76 -11.78 -20.38 0.329
O -6.68 -14.27 -24.25 -0.810
C -6.28 -14.01 -23.10 0.009
O -5.29 -13.28 -22.77 -0.631
C -7.18 -14.59 -21.96 0.597
C -8.32 -15.37 -22.25 -0.571
C -9.14 -15.77 -21.21 -0.466
C -8.82 -15.43 -19.89 -0.548
C -7.72 -14.66 -19.68 0.186
N -6.93 -14.26 -20.69 0.100
C -7.40 -14.06 -18.24 0.191
O -7.78 -14.78 -17.28 -0.807
O -6.89 -12.90 -18.20 -0.267
H -8.43 -15.58 -23.30 0.535
H -10.01 -16.39 -21.40 0.387
H -9.35 -15.76 -19.01 0.489
C -1.04 -10.04 -22.30 -0.461
C -0.29 -10.21 -20.97 -0.770
S -1.40 -10.62 -19.61 0.117
C -1.31 -9.13 -18.57 -0.232
C -1.99 -7.87 -19.10 -1.016
S -3.79 -8.04 -19.14 -0.024
C -4.25 -7.94 -20.91 1.435
C -3.64 -9.00 -21.84 -0.403
S -1.95 -8.47 -22.40 -0.293
H -1.69 -10.88 -22.46 0.219
H -0.29 -10.02 -23.12 0.416
H 0.33 -9.34 -20.75 0.381
H 0.35 -11.07 -21.08 0.302
H -0.27 -8.91 -18.33 0.460
H -1.82 -9.43 -17.68 -0.218
H -1.60 -7.60 -20.06 0.300
H -1.75 -7.07 -18.39 0.464
H -4.12 -6.93 -21.30 0.577
H -5.33 -8.17 -20.86 -1.731
H -4.24 -9.13 -22.75 0.401
H -3.57 -9.95 -21.31 -0.038
Br 0.53 -13.91 -21.90 -0.199
C -0.06 -15.63 -21.28 0.358
C 0.93 -16.49 -20.82 -0.501
C 0.60 -17.79 -20.44 -0.431
C -0.74 -18.17 -20.56 -0.566
C -1.71 -17.28 -20.98 -0.362
C -1.41 -15.96 -21.34 -0.070
I -3.00 -14.74 -21.94 0.361
H 1.94 -16.12 -20.77 0.349
H 1.36 -18.42 -19.99 0.345
H -1.06 -19.17 -20.23 0.315
H -2.74 -17.64 -21.01 0.359
C -6.38 -11.33 -15.32 -0.799
C -5.40 -10.15 -15.38 -1.053
N -4.02 -10.43 -14.94 0.365
C -3.70 -10.37 -13.51 -0.850
C -3.90 -11.68 -12.72 -0.997
C -3.14 -11.06 -15.76 1.101
C -1.67 -11.10 -15.30 -1.689
N -3.41 -11.56 -16.90 -0.451
H -7.31 -10.95 -15.71 0.377
H -6.45 -11.74 -14.30 0.221
H -6.12 -12.11 -15.99 0.186
H -5.77 -9.40 -14.68 0.223
H -5.46 -9.74 -16.38 0.541
H -4.31 -9.57 -13.09 0.395
H -2.69 -10.02 -13.38 0.447
H -4.95 -11.96 -12.78 0.244
H -3.70 -11.49 -11.69 0.427
H -3.29 -12.50 -13.14 0.232
H -1.29 -10.15 -14.95 0.399
H -1.08 -11.42 -16.13 0.321
H -1.51 -11.75 -14.46 0.455
H -4.42 -11.59 -17.16 -0.010
C -9.13 -5.70 -19.29 -1.706
C -8.64 -7.04 -18.77 2.234
C -9.26 -7.36 -17.43 -1.875
C -7.11 -7.01 -18.59 -1.727
O -9.05 -8.05 -19.66 -0.223
Si -8.26 -8.60 -21.01 -1.917
O -6.90 -9.31 -20.76 1.397
O -8.17 -7.26 -21.96 0.082
C -8.09 -7.13 -23.38 1.985
C -7.16 -5.97 -23.68 -1.970
C -7.49 -8.39 -24.05 -1.278
C -9.46 -6.88 -23.96 -1.681
O -9.39 -9.47 -21.86 0.426
C -10.11 -10.64 -21.48 2.126
C -10.35 -11.50 -22.69 -2.069
C -11.40 -10.21 -20.81 -1.917
C -9.31 -11.50 -20.49 -1.036
H -8.78 -4.92 -18.63 0.447
H -10.21 -5.70 -19.37 0.405
H -8.72 -5.60 -20.30 0.114
H -9.17 -6.58 -16.67 0.398
H -8.80 -8.24 -17.01 0.309
H -10.37 -7.58 -17.57 0.293
H -6.84 -6.24 -17.89 0.600
H -6.71 -6.70 -19.55 0.178
H -6.75 -7.99 -18.39 0.387
H -6.13 -6.20 -23.45 0.286
H -7.41 -5.07 -23.13 0.337
H -7.23 -5.78 -24.75 0.471
H -6.63 -8.71 -23.45 0.060
H -7.18 -8.24 -25.08 0.554
H -8.20 -9.21 -23.98 0.122
H -9.95 -6.02 -23.47 0.268
H -10.10 -7.78 -23.84 0.133
H -9.41 -6.71 -25.05 0.470
H -10.93 -10.91 -23.40 0.376
H -10.91 -12.40 -22.40 0.477
H -9.40 -11.86 -23.10 0.352
H -11.85 -9.35 -21.34 0.318
H -11.18 -9.90 -19.78 0.285
H -12.12 -11.04 -20.74 0.445
H -8.42 -11.90 -21.02 -0.522
H -9.93 -12.36 -20.23 0.755
H -8.98 -10.98 -19.60 0.180
```

Formula: C37H60N11O9
Source: the OMol25 dataset
Level of theory: wB97M-V/def2-TZVPD

* LUMO level: -0.196 Eh
* electronic energy: -74122.0827 eV
* frontier orbital gap: 3.8263 eV
* multiplicity: 1
* energy relative to the best compared isomer or geometry (same formula, charge and spin): 0.955 eV
* net charge: +1

The geometry in XYZ format:
```
117
Properties=species:S:1:pos:R:3:mulliken_charge:R:1
C -0.87 -0.40 2.31 -1.164
C 0.24 -0.77 1.36 1.824
C -0.35 -1.35 0.03 0.466
C -0.95 -0.29 -0.89 -0.204
C 0.15 0.75 -1.21 -0.136
C 0.68 1.31 0.09 1.299
N 1.12 0.39 1.09 1.051
O 2.14 0.62 1.86 -0.384
C -0.30 2.38 0.66 -0.847
C 1.96 2.10 -0.23 -1.118
C 1.11 -1.95 2.07 -1.544
H -1.70 0.18 1.92 -0.136
H -0.48 0.00 3.28 0.355
H -1.45 -1.27 2.75 0.317
H -1.19 -2.23 0.35 -0.185
H 0.31 -1.99 -0.73 -0.521
H -1.87 0.35 -0.49 -0.421
H -1.53 -0.72 -1.86 0.142
H -0.16 1.51 -2.02 0.129
H 0.89 0.08 -1.68 0.093
H 0.04 2.67 1.73 0.420
H -1.24 1.98 0.95 0.086
H -0.38 3.30 -0.05 -0.297
H 1.62 3.05 -0.98 -0.092
H 2.78 1.71 -0.95 -0.111
H 2.45 2.36 0.67 0.967
H 0.71 -2.96 2.14 0.069
H 1.36 -1.60 3.06 0.570
H 2.14 -2.03 1.64 0.262
N -4.38 0.23 1.69 0.123
C -4.06 -1.17 1.85 -0.854
C -3.97 -1.78 0.49 -0.112
C -4.41 -0.70 -0.48 -1.111
C -4.63 0.52 0.34 -0.202
H -4.68 0.82 2.58 0.442
H -3.91 -1.77 2.75 0.526
H -3.68 -2.81 0.30 0.621
H -4.41 -0.79 -1.54 0.506
H -5.14 1.58 0.05 0.220
N 5.20 -5.67 1.41 -0.082
C 4.90 -6.44 2.56 -0.616
C 3.29 -6.32 2.57 -0.811
C 2.95 -5.45 1.44 0.207
C 4.24 -5.12 0.69 -0.665
H 6.34 -5.63 1.06 0.324
H 5.43 -7.22 3.11 0.334
H 2.73 -6.83 3.27 0.554
H 2.02 -4.99 1.34 0.414
H 4.45 -4.56 -0.29 0.327
N -5.44 2.04 3.85 -0.215
C -4.70 1.29 4.70 -0.503
C -3.27 1.76 4.56 -0.344
C -3.29 2.88 3.56 -0.349
C -4.79 2.98 3.13 -0.644
H -6.48 2.02 3.70 0.234
H -5.24 0.57 5.24 0.479
H -2.49 1.34 5.21 0.452
H -2.35 3.26 3.07 0.372
H -5.34 3.39 2.34 0.462
N -1.36 -5.35 -0.73 0.065
C -2.24 -4.73 -1.56 -0.598
C -1.44 -3.94 -2.63 -0.657
C 0.00 -4.01 -2.20 -0.819
C 0.03 -4.96 -0.99 -0.325
H -1.41 -6.12 0.01 0.570
H -3.16 -5.20 -1.62 0.619
H -1.82 -3.26 -3.62 0.228
H 0.91 -3.79 -2.69 0.750
H 0.75 -5.69 -0.53 0.441
N 1.36 6.91 1.64 -0.121
C 1.72 5.71 1.10 -0.513
C 2.98 5.83 0.41 -0.470
C 3.27 7.35 0.43 -0.512
C 2.22 7.98 1.33 -0.642
H 0.33 7.09 2.13 0.324
H 1.27 4.95 1.47 0.618
H 3.55 5.08 -0.05 0.590
H 4.04 7.84 -0.15 0.381
H 2.18 9.02 1.69 0.360
N -1.92 -7.55 1.15 -0.341
C -2.90 -6.57 1.36 -0.872
C -2.40 -5.48 2.21 -0.569
C -0.93 -5.89 2.53 -0.580
C -0.75 -7.24 1.89 -0.567
H -1.88 -8.61 0.61 0.348
H -3.98 -6.69 0.83 0.343
H -2.69 -4.60 2.47 0.914
H -0.22 -5.32 3.02 0.662
H -0.09 -7.98 1.62 0.498
C 0.60 6.89 -1.88 -0.900
N -0.57 5.94 -2.12 0.842
O -0.56 4.85 -1.76 -0.445
O -1.50 6.40 -2.79 -0.568
H 0.44 7.35 -1.00 0.459
H 0.66 7.61 -2.72 0.341
H 1.55 6.40 -1.64 0.222
C 4.80 -1.28 -2.02 -0.943
N 3.50 -1.72 -1.54 0.870
O 2.84 -2.48 -2.14 -0.462
O 3.26 -1.30 -0.43 -0.434
H 4.49 -0.70 -2.86 0.374
H 5.49 -2.14 -2.37 0.302
H 5.39 -0.58 -1.25 0.291
C -1.10 3.49 -4.82 -0.417
N -1.74 2.16 -4.91 0.853
O -1.22 1.30 -4.17 -0.485
O -2.78 1.91 -5.56 -0.528
H -0.94 3.79 -5.98 0.308
H -0.27 3.35 -4.19 -0.051
H -2.07 4.18 -4.32 0.277
C 3.41 3.76 -5.15 -0.927
N 2.90 3.43 -3.82 0.821
O 2.62 2.25 -3.42 -0.458
O 2.72 4.31 -3.02 -0.432
H 2.64 3.88 -5.81 0.349
H 3.90 2.85 -5.68 0.334
H 4.09 4.71 -5.15 0.298
```

Formula: C37H60N6O7RbS2Si
Source: the OMol25 dataset
Level of theory: wB97M-V/def2-TZVPD

* LUMO level: 0.068 Eh
* electronic energy: -92823.2539 eV
* frontier orbital gap: 4.4201 eV
* multiplicity: 1
* energy relative to the best compared isomer or geometry (same formula, charge and spin): 0.515 eV
* net charge: -1

The geometry in XYZ format:
```
114
Properties=species:S:1:pos:R:3:mulliken_charge:R:1
Rb 0.23 -0.14 -0.28 1.626
O -3.75 -0.55 -3.72 -0.600
C -2.68 -0.20 -2.99 0.517
O -2.69 -0.12 -1.79 0.011
C -1.46 0.07 -3.85 -0.701
O -0.38 -0.44 -3.14 0.413
C 0.85 -0.46 -3.86 -1.069
C 1.93 -0.86 -2.84 0.556
O 2.41 -2.00 -2.92 -0.737
O 2.19 0.03 -1.98 -0.613
H -4.44 -0.85 -3.09 0.473
H -1.37 1.15 -4.03 0.266
H -1.58 -0.44 -4.82 0.355
H 1.06 0.53 -4.27 0.472
H 0.80 -1.21 -4.66 0.419
O 0.49 -0.50 2.62 -0.330
C -0.36 -0.14 3.67 -0.939
C -1.66 0.48 3.21 0.536
C -2.43 1.26 4.07 -0.823
C -3.61 1.80 3.61 -0.442
C -4.00 1.54 2.30 -0.891
C -3.17 0.76 1.52 -0.155
N -2.03 0.23 1.95 0.640
H 0.03 -1.16 2.09 -0.082
H 0.18 0.57 4.29 0.465
H -0.60 -1.02 4.30 0.307
H -2.07 1.46 5.07 0.473
H -4.22 2.42 4.25 0.361
H -4.91 1.96 1.89 0.460
H -3.42 0.56 0.48 0.220
C -0.27 -5.77 -2.69 -1.151
C 0.19 -4.33 -2.55 -0.164
C -0.87 -3.43 -1.93 0.586
N -1.07 -3.78 -0.51 2.297
C -2.05 -3.33 0.28 -0.753
S -1.91 -3.23 1.94 -0.266
N -3.24 -2.91 -0.32 0.552
C -4.00 -3.45 -1.33 0.087
O -4.86 -2.78 -1.88 -0.734
C -3.82 -4.89 -1.67 0.685
C -4.13 -5.30 -2.96 -0.650
C -4.05 -6.64 -3.31 -0.629
C -3.68 -7.57 -2.35 -0.323
C -3.40 -7.18 -1.05 -0.713
C -3.46 -5.83 -0.71 -0.043
H 0.51 -6.39 -3.13 0.389
H -1.15 -5.84 -3.33 0.314
H -0.55 -6.21 -1.73 -0.021
H 0.45 -3.91 -3.52 0.446
H 1.10 -4.25 -1.95 -0.134
H -1.81 -3.53 -2.48 0.110
H -0.56 -2.38 -2.02 -0.600
H -0.21 -3.96 0.01 -1.394
H -3.63 -2.07 0.09 0.217
H -4.43 -4.55 -3.68 0.443
H -4.28 -6.95 -4.32 0.394
H -3.62 -8.62 -2.62 0.382
H -3.12 -7.91 -0.31 0.436
H -3.25 -5.53 0.31 0.347
C -1.52 5.99 -0.38 -1.880
C -1.42 4.51 -0.79 2.776
C -2.60 3.77 -0.14 -1.833
C -1.69 4.43 -2.29 -2.106
Si 0.26 3.50 -0.35 -1.407
C 1.63 4.22 -1.62 2.644
C 3.02 3.85 -1.10 -2.199
C 1.48 3.46 -2.95 -1.930
C 1.63 5.72 -1.93 -1.909
C 0.80 4.15 1.46 2.761
C 1.84 3.17 2.02 -1.910
C 1.37 5.57 1.60 -1.843
C -0.40 4.04 2.41 -2.253
H -2.48 6.41 -0.72 0.516
H -0.73 6.59 -0.82 0.223
H -1.48 6.12 0.70 0.321
H -3.55 4.24 -0.42 0.540
H -2.55 3.75 0.95 0.278
H -2.63 2.73 -0.49 -0.114
H -2.71 4.78 -2.52 0.553
H -1.61 3.40 -2.65 0.009
H -1.00 5.04 -2.88 0.396
H 3.08 2.78 -0.86 0.136
H 3.31 4.41 -0.22 0.391
H 3.77 4.05 -1.88 0.579
H 1.57 2.39 -2.78 0.094
H 2.28 3.77 -3.64 0.520
H 0.53 3.65 -3.45 0.306
H 1.74 6.33 -1.03 0.239
H 0.72 6.04 -2.44 0.289
H 2.48 5.97 -2.59 0.514
H 2.76 3.12 1.42 0.320
H 1.44 2.15 2.06 0.162
H 2.13 3.46 3.04 0.476
H 2.32 5.69 1.06 0.303
H 1.57 5.80 2.66 0.497
H 0.68 6.33 1.22 0.251
H -0.87 3.06 2.32 0.182
H -1.16 4.80 2.22 0.320
H -0.07 4.16 3.45 0.618
C 0.81 -6.45 0.86 -0.679
C 2.30 -6.10 0.85 -0.566
C 2.53 -4.65 0.56 0.143
N 1.63 -3.74 0.65 -0.228
N 2.06 -2.47 0.40 -0.010
C 3.33 -2.43 0.09 0.256
N 4.02 -1.29 -0.16 -0.406
S 4.08 -4.00 0.12 -0.334
H 0.68 -7.50 1.11 0.490
H 0.37 -6.28 -0.13 -0.122
H 0.27 -5.84 1.58 0.193
H 2.83 -6.71 0.11 0.334
H 2.74 -6.33 1.82 0.354
H 3.45 -0.60 -0.71 0.173
H 4.92 -1.44 -0.58 0.281
```